No. 1
ORCA calculation (wB97M-V/def2-TZVPD) on C7H10O2 in the gas phase in a non-equilibrium geometry.

Geometry as XYZ:
```
19
C7H10O2 wB97M-V/def2-TZVPD
C -0.81665 -1.12629 0.23681
C -0.52172 1.27980 0.43392
C 0.47336 -1.59460 0.33836
C -1.33348 0.20911 0.37407
C 1.82961 0.31237 0.05571
C -2.84888 0.40059 0.47070
C 1.90161 0.20240 -1.48532
O 1.58968 -0.91387 0.61219
O 2.71268 1.00385 0.69572
H -1.60813 -1.85271 0.06109
H -1.00118 2.19153 0.76474
H 0.83356 -2.65299 0.02753
H -3.08641 0.79622 1.47069
H -3.53955 -0.40671 0.17963
H -3.18981 1.29224 -0.12358
H 1.15541 -0.57282 -1.76926
H 2.75311 -0.34513 -1.96723
H 1.80071 1.28963 -1.83678
H 2.89608 0.48740 1.46100
```

Properties
LUMO (spin up / spin down) = 0.4 / 0.4 eV
Net charge = 0

No. 2
ORCA calculation (wB97M-V/def2-TZVPD) on C3H8N4O in the gas phase in a non-equilibrium geometry.

Geometry as XYZ:
```
16
C3H8N4O wB97M-V/def2-TZVPD
C 0.75013 -0.45143 0.09883
C -0.26420 -0.14211 -0.91649
N 1.63443 -1.58121 -0.00342
N -0.70025 0.61088 -1.94016
N -1.78874 -0.03577 1.11544
C -0.82077 -0.70833 0.28483
O 0.63842 1.55937 1.28800
N 1.25841 0.84163 0.17729
H 0.80798 2.47135 1.02097
H 2.18042 -1.52436 -0.85752
H 2.29527 -1.54448 0.76810
H -0.05088 0.86511 -2.66970
H -1.63011 1.00690 -1.89254
H -1.84554 -0.49611 2.01810
H -1.47435 0.91065 1.29599
H -0.99022 -1.78208 0.21228
```

Properties
LUMO (spin up / spin down) = 0.7 / 0.7 eV
Net charge = 0

No. 3
ORCA calculation (wB97M-V/def2-TZVPD) on a molecular structure, C4H11CsNO5S in a non-equilibrium geometry.

Geometry as XYZ:
```
23
C4H11CsNO5S wB97M-V/def2-TZVPD
Cs 3.48169 0.09134 -1.55895
S 2.34774 -3.48666 -1.19524
O 1.91537 -4.33636 -2.28811
O 2.03396 -4.13126 0.11806
O 3.80731 -3.24167 -1.30279
O 1.63279 -2.18349 -1.22122
C 0.13809 -0.01097 2.13005
C -0.47508 0.11888 0.74394
C -1.32004 1.37188 0.62357
O -1.48862 1.72301 -0.75262
C -2.45397 2.72900 -0.89318
N 0.61588 0.13677 -0.24053
H 0.93658 -0.75378 2.08390
H -0.57563 -0.26581 2.91434
H 0.66905 0.89995 2.43969
H -1.05020 -0.80453 0.61318
H -0.85926 2.21579 1.14975
H -2.32300 1.18392 1.02822
H -2.37035 3.49145 -0.10926
H -3.45152 2.27907 -0.86241
H -2.35040 3.27784 -1.82976
H 0.19487 0.50377 -1.09161
H 0.94475 -0.80813 -0.49903
```

Properties
LUMO = 1.5 eV
Net charge = -1

No. 4
ORCA calculation (wB97M-V/def2-TZVPD) on C7H9NS2 in the gas phase in a non-equilibrium geometry.

Geometry as XYZ:
```
19
C7H9NS2 wB97M-V/def2-TZVPD
C 2.33005 -0.77608 0.03015
C 1.21331 -1.69161 0.25705
C 2.42422 0.45546 -0.42540
C -0.09581 -1.45790 0.14185
C 1.25948 1.21678 -0.95651
C -0.17467 0.85251 -0.88081
C -2.98997 0.35941 1.08914
N -0.67509 -0.38365 -0.46340
S 0.34107 2.17665 0.42033
S -2.43232 -0.35825 -0.47682
H 3.38489 -1.14927 0.13759
H 1.53182 -2.69404 0.65307
H 3.41582 0.88990 -0.58085
H -0.77477 -2.28268 0.42228
H 1.38761 1.94302 -1.84683
H -0.94246 1.30968 -1.58335
H -2.87456 1.43297 1.03407
H -2.29968 -0.03413 1.79973
H -4.02893 0.19123 1.22871
```

Properties
SMILES = CSN1C=CC=C[C@@H]2S[C@@H]21
LUMO = 0.5 eV
Net charge = 0

No. 5
ORCA calculation (wB97M-V/def2-TZVPD) on 5 unconnected molecules or ions with the total composition C14H28N3O16S4 in a non-equilibrium geometry.

Geometry as XYZ:
```
65
C14H28N3O16S4 wB97M-V/def2-TZVPD
C -3.48342 -1.55467 -0.45942
C -3.36158 -0.06689 -0.60799
C -2.07082 0.70260 -1.30705
C -0.71219 0.18937 -0.54565
C 0.48612 -0.33206 -1.53542
N 0.02460 -1.08371 -2.76416
C -1.39889 -0.75750 -3.15811
N -2.06969 -1.74184 -3.89489
N -2.03587 0.57818 -2.82015
H -3.94898 -2.07728 0.48662
H -3.09673 -2.25534 -1.31599
H -4.25080 0.57617 -0.17259
H -2.18672 1.86922 -1.08189
H -0.27336 1.13492 0.03620
H -0.95734 -0.59892 0.31618
H 1.24889 0.55187 -1.78493
H 1.13253 -1.10640 -0.89769
H 0.62271 -0.69285 -3.55207
H -1.97168 -1.82314 -4.95079
H -2.64722 -2.50569 -3.43468
H -1.50478 1.38662 -3.26250
C 0.57950 -0.94567 3.81543
C 1.76572 -0.07021 4.21059
O 2.85018 -0.52514 3.40450
S 2.26504 -1.04481 1.97343
O 2.40980 0.02512 1.01144
O 2.75209 -2.38447 1.73997
O 0.69544 -1.13102 2.40568
H 0.63823 -1.92849 4.29414
H -0.37808 -0.47882 4.06115
H 2.01150 -0.15600 5.27172
H 1.57942 0.98048 3.96423
C 4.48012 0.80169 -1.68180
C 5.56348 1.67735 -1.05788
O 6.14051 2.39125 -2.14882
S 4.99100 2.65771 -3.27490
O 4.47268 3.99402 -3.08314
O 5.47764 2.17726 -4.54720
O 3.88930 1.59866 -2.70696
H 4.91350 -0.08827 -2.14945
H 3.72466 0.49717 -0.95254
H 6.32333 1.09116 -0.53560
H 5.13001 2.40854 -0.36737
C -2.79019 5.70045 1.70687
C -3.69814 5.42695 0.51081
O -3.38327 4.09869 0.09928
S -2.95726 3.22511 1.40917
O -4.11481 2.47868 1.84968
O -1.67571 2.61058 1.15150
O -2.73751 4.47404 2.43375
H -1.77436 5.94781 1.38213
H -3.17415 6.50363 2.34149
H -3.53413 6.13303 -0.30669
H -4.75313 5.44853 0.80384
C 0.53978 -5.25024 0.48300
C -0.13654 -3.88274 0.53061
O -1.52694 -4.15916 0.68282
S -1.70290 -5.53014 1.54877
O -1.94510 -5.16536 2.92696
O -2.55832 -6.43012 0.81074
O -0.16507 -6.05709 1.42499
H 0.43286 -5.70861 -0.50544
H 1.59976 -5.19590 0.74523
H 0.04345 -3.29732 -0.37418
H 0.19177 -3.31097 1.40504
```

Properties
LUMO = -6.2 eV
Net charge = +1

No. 6
ORCA calculation (wB97M-V/def2-TZVPD) on a molecular structure, C38H30F12LaN8O6S in a non-equilibrium geometry.

Geometry as XYZ:
```
96
C38H30F12LaN8O6S wB97M-V/def2-TZVPD
La -0.08148 -0.98451 -0.62173
O -4.56724 1.06232 0.90821
C -3.75151 -0.00186 0.89453
O -2.71140 -0.00436 1.50279
C -4.23418 -1.13694 0.06275
C -5.54699 -1.35825 -0.22854
C -5.86153 -2.31753 -1.16766
C -4.83802 -3.02416 -1.74755
C -3.53999 -2.77213 -1.36427
N -3.22815 -1.86822 -0.43920
C -2.37099 -3.35604 -2.16189
O -2.63209 -4.29473 -2.93267
O -1.23224 -2.81354 -1.97590
H -4.04461 1.82762 1.18593
H -6.34900 -0.77799 0.21286
H -6.89842 -2.54306 -1.40070
H -4.96566 -3.71421 -2.57423
C 4.20155 -3.39906 -0.70724
C 2.83685 -3.04321 -1.25892
N 1.77744 -3.17708 -0.54287
N 1.85748 -3.71265 0.70651
C 0.77445 -4.24216 1.32650
N 0.93436 -4.44958 2.66272
S -0.69088 -4.67709 0.66808
C 2.74510 -2.23710 -2.49814
C 3.77714 -2.16399 -3.40204
C 3.63331 -1.32290 -4.53876
C 2.41641 -0.68755 -4.66145
C 1.38940 -0.94072 -3.75781
N 1.57222 -1.63257 -2.66552
H 4.31597 -4.47606 -0.58505
H 4.35275 -2.98877 0.28349
H 5.05855 -3.01834 -1.25389
H 2.74030 -3.71052 1.14913
H 1.41190 -3.73419 3.17927
H 0.08842 -4.73528 3.10671
H 4.69805 -2.70479 -3.17448
H 4.45030 -1.15710 -5.26195
H 2.19918 0.00380 -5.48248
H 0.44192 -0.47474 -3.89956
C -4.35054 5.09019 -0.67690
C -3.13608 4.20061 -0.50435
C -2.23166 4.40952 0.54343
C -1.15917 3.55869 0.74796
C -0.91186 2.43424 -0.05884
N 0.06889 1.50097 0.27088
C 0.83243 1.73412 1.42807
C 0.21226 2.00917 2.68074
C 0.91122 2.15375 3.83793
C 2.28200 1.98315 3.91115
C 3.01899 2.06264 5.23095
C 2.91648 1.60991 2.74683
C 2.22262 1.46244 1.50596
C 2.85968 0.71693 0.30542
O 2.14590 -0.38761 0.01788
C 2.99000 1.81580 -0.89491
F 4.26245 2.25306 -0.99767
F 2.25300 2.93452 -0.75855
F 2.59971 1.29969 -2.10242
C 4.30984 0.23200 0.57645
F 5.15941 1.05857 1.20069
F 4.35688 -0.93535 1.29125
F 4.96837 -0.01639 -0.61003
C -1.75936 2.29944 -1.22932
C -2.85690 3.14293 -1.34050
C -1.44602 1.44957 -2.46781
O -0.66573 0.33744 -2.34666
C -0.75125 2.36195 -3.49417
F 0.44698 2.74609 -3.03399
F -0.47243 1.68986 -4.64598
F -1.42937 3.47853 -3.81305
C -2.78192 0.93353 -3.09072
F -3.58224 0.34516 -2.15107
F -2.56619 -0.07370 -3.95551
F -3.57154 1.77049 -3.79829
H -5.20094 4.51629 -1.02740
H -4.11960 5.87075 -1.42348
H -4.57650 5.57545 0.26953
H -2.27937 5.28993 1.14509
H -0.46828 3.79429 1.55289
H -0.86257 2.02934 2.72440
H 0.26093 2.44424 4.66293
H 3.72195 2.89953 5.31111
H 3.63338 1.19170 5.45387
H 2.29356 2.20694 6.04550
H 3.98127 1.38498 2.82808
H -3.44638 3.07685 -2.22869
N -0.87580 -1.63130 3.15412
C -0.37693 -1.77152 4.41534
C 0.94404 -1.43117 4.34277
C 1.16987 -1.13300 2.96339
N 0.07209 -1.31693 2.25950
H -1.81898 -1.67334 2.81264
H -1.02077 -2.02228 5.26017
H 1.62236 -1.32999 5.19056
H 2.07324 -0.87338 2.41784
```

Properties
LUMO = 2.1 eV
Net charge = -1

No. 7
ORCA calculation (wB97M-V/def2-TZVPD) on a gas-phase ion, C11H20BFN5O6 (charge +1).

Geometry as XYZ:
```
44
C11H20BFN5O6 wB97M-V/def2-TZVPD
C -2.76022 2.70321 2.63409
C -1.32198 2.19492 2.60679
C -1.17887 0.71663 2.95307
C -2.11282 -0.20389 2.17471
N -2.11924 -0.02985 0.71527
N -1.30476 -0.93005 0.01964
C -1.96204 -2.16962 -0.43484
B -2.69904 -1.92015 -1.84782
O -1.96683 -1.77420 -3.00805
O -4.06500 -1.94435 -1.88687
C -0.04459 -0.61712 -0.22777
N 0.56921 0.54373 0.08729
C 1.80996 0.46953 -0.35768
C 2.79418 1.57499 -0.22236
C 3.11437 2.11756 -1.60893
O 4.13085 1.87687 -2.17378
O 2.05524 2.73016 -2.20510
N 2.07136 -0.69348 -0.97774
C 3.31478 -1.12906 -1.62033
C 3.64478 -2.62027 -1.46699
O 4.32068 -2.99632 -0.56627
O 3.20524 -3.44121 -2.41820
N 0.87630 -1.37254 -0.88015
F 0.77951 -2.58537 -1.43220
H -2.76828 3.78057 2.47294
H -3.24405 2.51047 3.58953
H -3.35855 2.26998 1.83299
H -0.70237 2.78952 3.27681
H -0.91263 2.36876 1.60568
H -0.14138 0.39555 2.84558
H -1.42179 0.58143 4.01011
H -3.13365 -0.09212 2.53393
H -1.83496 -1.24009 2.36750
H -1.91442 0.91559 0.42245
H -2.69834 -2.42891 0.32012
H -1.22348 -2.96646 -0.45322
H -1.40278 -0.99327 -3.01094
H -4.49231 -1.14234 -1.56436
H 2.31907 2.33122 0.39753
H 3.71675 1.22662 0.23840
H 1.90714 3.61678 -1.84627
H 4.11292 -0.59760 -1.11157
H 3.33349 -0.83353 -2.67044
H 2.70852 -2.99231 -3.11252
```

Properties
SMILES = CCCCNN(CB(O)O)c1nc(CC(=O)O)n(CC(=O)O)[n+]1F
LUMO = -3.3 eV
Net charge = +1

No. 8
ORCA calculation (wB97M-V/def2-TZVPD) on 8 unconnected molecules or ions with the total composition C31H67O26P5 in a non-equilibrium geometry.

Geometry as XYZ:
```
129
C31H67O26P5 wB97M-V/def2-TZVPD
C 3.32715 -2.47158 1.52376
C 4.63341 -2.95730 1.59839
C 4.88444 -4.22803 2.07443
C 3.81425 -5.01460 2.55852
C 2.48794 -4.53838 2.46756
C 2.24208 -3.25123 1.89158
O 0.95561 -2.81388 1.91280
O 6.18288 -4.67805 2.13851
H 3.18016 -1.52117 1.03232
H 5.46554 -2.45887 1.12350
H 4.08938 -5.93313 3.05551
H 1.66596 -5.14556 2.81698
H 0.80323 -2.34283 1.09031
H 6.20053 -5.57666 1.80117
C -3.83928 8.76380 2.24513
C -2.64674 7.99524 2.18627
C -2.72041 6.67289 1.94973
C -3.98259 6.07818 1.78761
C -5.16761 6.81132 1.96903
C -5.07387 8.15544 2.24673
O -6.22890 8.83733 2.40258
O -1.52398 6.01680 1.63968
H -3.80677 9.83734 2.35841
H -1.68050 8.47769 2.19290
H -4.04019 5.01954 1.58184
H -6.07249 6.22182 1.96016
H -6.96813 8.22552 2.37387
H -0.77355 6.28102 2.17693
C 5.03872 2.75654 -1.06598
O 4.57892 2.13978 -2.23505
P 3.33990 1.07786 -2.11453
O 2.92116 0.76385 -3.49586
O 3.85507 -0.13502 -1.18143
C 4.88343 -1.01694 -1.72350
O 2.13709 1.86498 -1.22950
C 1.27981 2.82148 -1.75379
H 5.90124 3.38548 -1.28642
H 5.31437 2.01723 -0.31396
H 4.22881 3.36048 -0.65684
H 4.90905 -1.01725 -2.81320
H 4.54691 -2.00415 -1.40685
H 5.84337 -0.81421 -1.24861
H 1.43060 3.13134 -2.78789
H 1.26593 3.66205 -1.05999
H 0.29034 2.36489 -1.77776
C -5.22979 -4.19270 5.35785
O -3.97386 -4.80451 5.37797
P -2.68745 -4.20258 4.55899
O -2.22169 -2.85448 5.03595
O -1.58457 -5.39745 4.60564
C -1.97357 -6.62518 3.96992
O -3.17905 -4.25443 2.92731
C -2.49366 -3.51034 1.92829
H -5.96111 -4.99813 5.42543
H -5.42661 -3.70218 4.40457
H -5.49293 -3.46882 6.12912
H -1.81103 -7.48987 4.61335
H -1.36890 -6.67596 3.06444
H -3.00433 -6.65084 3.61639
H -2.97150 -2.73922 1.32401
H -2.24826 -4.22311 1.14099
H -1.58590 -2.95135 2.15545
C 3.12249 1.88644 4.90059
O 3.00125 2.28120 3.56724
P 4.07421 3.17583 2.75295
O 4.74775 4.23569 3.51667
O 5.11733 2.03968 2.13931
C 5.96067 1.42451 3.11305
O 3.22442 3.62588 1.37253
C 2.29221 4.65799 1.48987
H 3.19565 0.79908 4.92007
H 2.12455 2.21623 5.18951
H 3.80495 2.42103 5.56133
H 7.03033 1.41819 2.90355
H 5.79228 0.35167 3.20663
H 5.84387 1.80164 4.12903
H 2.44638 5.33050 2.33371
H 1.24127 4.36938 1.50735
H 2.44446 5.25060 0.58780
C -0.41915 1.20489 -4.59474
O -1.25064 0.19176 -4.05036
P -2.60977 0.70970 -3.28435
O -3.30469 -0.20458 -2.33752
O -2.22915 2.17306 -2.57702
C -3.28273 2.97781 -2.09608
O -3.61683 1.11948 -4.55347
C -4.97094 0.80256 -4.45387
H 0.60807 0.92707 -4.83081
H -0.30488 2.03823 -3.90149
H -0.84429 1.59410 -5.51988
H -3.32017 3.15611 -1.02141
H -4.27527 2.79511 -2.50790
H -3.23373 3.94915 -2.58821
H -5.57253 1.57014 -4.94072
H -5.22080 0.53701 -3.42666
H -5.24805 -0.07219 -5.04220
C 1.52003 -5.37995 -5.88757
O 0.76925 -4.40358 -6.58216
P -0.86960 -4.22812 -6.34016
O -1.44796 -3.19367 -7.21937
O -1.54091 -5.70371 -6.55047
C -2.88758 -5.88491 -6.46317
O -0.99374 -3.97188 -4.73139
C -0.57364 -2.75120 -4.15566
H 1.12207 -6.32518 -6.25671
H 1.53582 -5.24006 -4.80670
H 2.52796 -5.27867 -6.28995
H -3.42722 -4.98939 -6.15509
H -3.13207 -6.67426 -5.75235
H -3.23871 -6.25788 -7.42530
H -1.45449 -2.42643 -3.60184
H -0.31523 -2.00746 -4.90944
H 0.28988 -2.84577 -3.49727
C -0.36020 -0.75303 -0.96850
O 0.54073 -0.92228 0.17658
C 0.66360 0.19307 1.06618
C -0.41847 0.26854 2.12143
O -1.69022 0.76779 1.61930
C -1.74210 2.12848 1.05728
H -0.74521 -1.65900 -1.43657
H 0.21725 -0.15909 -1.67693
H -1.24241 -0.16090 -0.72522
H 0.77601 1.17960 0.61644
H 1.59765 0.13152 1.62461
H -0.13110 1.03562 2.84053
H -0.60789 -0.64921 2.67817
H -2.56752 2.80043 1.29233
H -1.70241 1.88305 -0.00399
H -0.79811 2.64271 1.23771
```

Properties
2S+1 = 2
⟨S²⟩ = 0.77
LUMO (spin up / spin down) = -3.5 / -7.3 eV
Net charge = +1

No. 9
ORCA calculation (wB97M-V/def2-TZVPD) on ClH3N2O2S in the gas phase in a non-equilibrium geometry.

Geometry as XYZ:
```
9
ClH3N2O2S wB97M-V/def2-TZVPD
N -1.63526 0.21797 -0.11591
N -0.35856 0.71737 -0.44050
O 2.02327 0.97334 0.14336
O 0.66469 -0.71359 1.53191
S 1.02658 -0.01438 0.32651
Cl 1.47430 -1.60848 -0.92802
H -1.57569 -0.81932 -0.10844
H -1.52254 0.32028 0.90870
H -0.09680 0.92682 -1.31761
```

Properties
SMILES = NNS(=O)(=O)Cl
LUMO = 0.0 eV
Net charge = 0

No. 10
ORCA calculation (wB97M-V/def2-TZVPD) on a molecular structure, C5H9MnO3 in a non-equilibrium geometry.

Geometry as XYZ:
```
18
C5H9MnO3 wB97M-V/def2-TZVPD
O 0.53747 1.07598 -0.36745
Mn 0.29214 1.74812 -3.32344
O -0.82413 0.62964 -2.00955
C -0.41927 0.30856 -0.88071
C 1.51237 0.50640 0.53265
C 2.44474 1.60223 0.98169
H 0.97721 0.06226 1.38144
H 2.05009 -0.28812 -0.00071
H 1.90144 2.38360 1.52867
H 3.19921 1.16728 1.65079
H 2.96005 2.05765 0.12612
O -1.20590 -0.20129 0.06431
C -1.67477 -1.50969 -0.26688
C -2.82699 -1.87384 0.52789
H -1.66737 -1.34212 -1.46674
H -3.16802 -1.22677 1.33703
H -3.24966 -2.87201 0.42602
H -0.83859 -2.22786 -0.24112
```

Properties
2S+1 = 7
⟨S²⟩ = 12.03
LUMO (spin up / spin down) = -0.2 / -0.6 eV
Net charge = 0

No. 11
ORCA calculation (wB97M-V/def2-TZVPD) on a gas-phase ion, C5H15N2 (charge +1).

Geometry as XYZ:
```
22
C5H15N2 wB97M-V/def2-TZVPD
N 1.11649 1.18259 -0.86543
C 1.44816 -0.26595 -0.72672
C 2.72612 -0.51588 0.05917
C 0.26102 -0.90158 -0.00540
N -1.00501 -0.34708 -0.57683
C -2.17286 -0.35611 0.36326
C -2.30184 0.95977 1.11275
H 1.44631 1.54799 -1.74706
H -0.71325 0.63433 -0.78697
H 1.51297 1.72782 -0.11075
H 1.51672 -0.63041 -1.74392
H 2.81996 -1.57189 0.31690
H 2.65353 -0.01159 1.02035
H 3.61902 -0.27152 -0.50400
H 0.23293 -1.98168 -0.03297
H 0.27361 -0.52957 1.02482
H -1.27016 -0.72303 -1.48905
H -3.08441 -0.52006 -0.21784
H -2.08154 -1.23768 1.00036
H -2.41206 1.76652 0.39383
H -1.43235 1.16924 1.73362
H -3.15333 0.87575 1.78191
```

Properties
SMILES = CC[NH2+]C[C@H](C)N
LUMO = -2.8 eV
Net charge = +1

Calculated total energy (eV)
-11510.4401; -11243.2147; -27438.3912; -30562.7797; -95525.7789; -108412.2468; -34852.5972; -132910.5447; -30479.5194; -42788.1268; -8402.5698